No. 1
{"formula": "C29H43IMnN3PSSe2", "method": "the ωB97M-V functional and the def2-TZVPD basis", "symbols": ["Mn", "C", "Se", "C", "C", "Se", "C", "H", "H", "H", "H", "H", "H", "H", "H", "H", "H", "C", "C", "C", "C", "P", "C", "C", "C", "C", "C", "C", "C", "C", "C", "C", "H", "H", "H", "H", "H", "H", "H", "H", "H", "H", "H", "H", "H", "H", "H", "H", "H", "H", "H", "H", "H", "H", "H", "N", "C", "S", "C", "C", "C", "N", "C", "C", "H", "H", "H", "H", "H", "H", "I", "C", "C", "C", "C", "C", "N", "H", "H", "H", "H"], "coordinates": [[0.12453, 0.17558, 0.08267], [-3.53350, 0.09140, 1.29177], [-1.75573, -0.31272, 1.96689], [-1.63682, 1.21495, 3.17180], [-1.28031, 2.52869, 2.51423], [0.49630, 2.48217, 1.73487], [0.39254, 4.23456, 0.89220], [-4.15742, 0.13027, 2.18334], [-3.84890, -0.74060, 0.67013], [-3.56931, 1.03165, 0.75013], [-0.93330, 0.92401, 3.94467], [-2.62802, 1.26059, 3.62047], [-1.26243, 3.31538, 3.26660], [-1.98314, 2.80822, 1.73171], [0.36291, 4.96962, 1.69038], [-0.49472, 4.30738, 0.27116], [1.29447, 4.37955, 0.30295], [1.52591, -0.63259, 3.89085], [1.51392, -1.96636, 3.12725], [0.25383, -2.76411, 3.50758], [2.76937, -2.76252, 3.52064], [1.64804, -1.60303, 1.26483], [3.32754, -0.98373, 1.08284], [4.38076, -1.78457, 0.62960], [5.68288, -1.31081, 0.66849], [5.95728, -0.04435, 1.16960], [4.92535, 0.75020, 1.65282], [3.62055, 0.28108, 1.60995], [1.27951, -3.08096, 0.17271], [1.87804, -2.87417, -1.22641], [-0.25390, -3.13633, 0.03942], [1.78679, -4.42241, 0.71889], [1.19337, -0.81723, 4.91698], [0.86008, 0.11281, 3.45800], [2.52244, -0.19616, 3.94370], [0.31935, -2.96915, 4.57956], [0.17911, -3.72670, 3.00994], [-0.67146, -2.22462, 3.34272], [2.65940, -3.00076, 4.58276], [3.68486, -2.18533, 3.40419], [2.87297, -3.70601, 2.98962], [4.20984, -2.79576, 0.29446], [6.49053, -1.94642, 0.32996], [6.98051, 0.31074, 1.20905], [5.14150, 1.72205, 2.08137], [2.83529, 0.89453, 2.02786], [1.76369, -1.86173, -1.60149], [1.36316, -3.54552, -1.91753], [2.93417, -3.11725, -1.26525], [-0.66709, -2.25475, -0.46388], [-0.76244, -3.26221, 0.99732], [-0.52477, -3.97933, -0.60127], [2.87321, -4.45095, 0.80022], [1.49824, -5.18184, -0.01336], [1.35742, -4.71341, 1.67180], [-4.33001, 3.41390, -4.53331], [-4.43879, 3.04811, -3.25565], [-5.64937, 3.34799, -2.21247], [-3.28943, 2.31955, -2.64603], [-3.42155, 0.98240, -2.27098], [-2.44151, 0.41084, -1.51082], [-1.34409, 1.07969, -1.08818], [-1.17175, 2.34033, -1.54188], [-2.10266, 2.98105, -2.32093], [-5.08395, 3.93982, -4.95061], [-3.55584, 3.14409, -5.11577], [-4.30872, 0.41832, -2.53584], [-2.52326, -0.62453, -1.21002], [-0.26052, 2.84134, -1.24963], [-1.93461, 4.00706, -2.62700], [0.01940, -1.09601, -3.43332], [1.52884, 0.15526, -2.75564], [2.54378, 0.46411, -3.64306], [3.55458, 1.32430, -3.24120], [3.51070, 1.87045, -1.96856], [2.47895, 1.50613, -1.14007], [1.49766, 0.64561, -1.50255], [2.53576, 0.03680, -4.63606], [4.36014, 1.57185, -3.92370], [4.26373, 2.56460, -1.61937], [2.41248, 1.92084, -0.14924]], "atomic_forces_ev_per_a": [[-0.3, 0.5, 0.0], [0.0, 0.0, 0.0], [0.1, -0.2, -0.2], [0.0, 0.1, 0.0], [-0.1, 0.0, 0.1], [0.1, -0.1, -0.1], [0.1, 0.0, 0.0], [0.0, 0.0, 0.0], [0.0, 0.0, 0.0], [0.0, 0.0, 0.0], [0.0, 0.1, 0.1], [0.0, 0.0, 0.1], [0.0, 0.0, 0.0], [-0.1, 0.0, 0.0], [0.0, 0.0, 0.0], [0.0, 0.0, 0.0], [0.0, 0.0, 0.0], [0.1, -0.1, 0.1], [-0.2, 0.1, -0.1], [0.2, 0.0, 0.0], [0.0, -0.1, 0.1], [0.3, -0.3, 0.2], [0.0, 0.0, 0.1], [0.0, 0.0, -0.1], [0.0, 0.0, 0.0], [0.1, 0.0, 0.0], [-0.1, 0.0, 0.0], [0.1, 0.0, 0.0], [-0.1, 0.1, -0.1], [0.2, -0.1, 0.2], [-0.1, -0.1, 0.1], [0.1, -0.1, -0.1], [0.1, 0.0, -0.1], [-0.1, 0.0, -0.1], [0.0, 0.0, 0.0], [0.0, 0.0, -0.1], [0.1, 0.0, 0.0], [0.0, 0.0, 0.0], [0.0, 0.0, 0.0], [0.0, 0.0, 0.0], [0.0, 0.0, 0.0], [0.0, 0.0, -0.1], [0.0, 0.0, 0.0], [-0.1, 0.0, 0.0], [0.0, -0.1, 0.0], [-0.1, 0.1, 0.0], [0.1, -0.2, 0.2], [0.0, 0.0, 0.0], [0.1, 0.0, 0.0], [0.0, 0.2, 0.0], [0.0, 0.0, 0.0], [0.0, 0.0, 0.1], [0.0, 0.0, 0.0], [0.0, 0.0, 0.0], [-0.1, 0.0, 0.0], [-0.1, 0.1, 0.2], [0.3, -0.1, -0.2], [-0.2, 0.1, 0.1], [0.0, 0.0, 0.0], [-0.2, 0.1, -0.1], [0.4, 0.0, 0.2], [-0.2, 0.1, -0.4], [-0.1, -0.4, 0.2], [-0.1, 0.2, -0.1], [0.0, 0.0, -0.1], [0.0, 0.0, 0.0], [0.1, 0.1, 0.0], [0.0, -0.1, 0.0], [0.1, 0.0, 0.0], [0.0, -0.1, 0.0], [-0.3, 0.1, -0.3], [0.0, 0.1, 0.1], [0.1, 0.1, -0.1], [0.1, 0.0, -0.2], [0.1, 0.1, 0.0], [-0.2, -0.2, -0.2], [0.3, -0.1, 0.3], [0.0, 0.0, 0.0], [-0.1, 0.0, 0.0], [0.0, 0.0, 0.0], [0.0, -0.1, 0.2]], "multiplicity": 5, "homo_lumo_gap_ev": [3.63, 6.09], "s_squared": 6.459, "homo_energy_ev": [-15.202, -15.190], "total_charge": 3}

=====

No. 2
{"formula": "C3H7NO", "method": "the ωB97M-V functional and the def2-TZVPD basis", "symbols": ["C", "C", "C", "O", "N", "H", "H", "H", "H", "H", "H", "H"], "coordinates": [[1.28210, -0.57073, 0.49009], [-0.19409, -0.46802, 0.82062], [-0.48576, 0.12320, -0.49988], [-0.27820, -0.54596, -1.62539], [-0.99410, 1.33854, -0.64850], [1.72581, -1.52595, 0.77450], [0.56843, -1.00943, -1.31473], [1.86229, 0.27927, 0.84960], [-0.53826, 0.16820, 1.65288], [-0.68037, -1.44696, 0.89719], [-1.30696, 1.86400, 0.15315], [-0.96089, 1.79384, -1.54954]], "atomic_forces_ev_per_a": [[0.3, -0.1, 0.3], [-0.2, 0.0, -0.2], [-0.3, 0.3, 0.1], [0.1, 0.0, 0.2], [0.1, -0.1, 0.0], [-0.1, 0.1, -0.1], [-0.1, 0.0, -0.1], [-0.1, -0.1, -0.1], [0.1, -0.1, -0.1], [0.1, 0.1, 0.0], [0.1, -0.1, -0.1], [0.0, -0.1, 0.1]], "e_above_lowest_ev": 3.508, "multiplicity": 1, "homo_lumo_gap_ev": 7.29, "homo_energy_ev": -6.588, "total_charge": 0}

=====

No. 3
{"formula": "C6H10O2", "method": "the ωB97M-V functional and the def2-TZVPD basis", "symbols": ["C", "C", "C", "C", "O", "O", "C", "C", "H", "H", "H", "H", "H", "H", "H", "H", "H", "H"], "coordinates": [[0.43428, 0.23831, 1.13765], [0.58435, 0.07400, -0.57857], [-0.72789, -0.50190, -0.90348], [-0.84917, 0.86602, 1.68168], [0.66426, -0.96357, 1.82204], [1.52799, 1.07148, 1.39563], [-0.56630, -0.79914, -2.52672], [0.00496, -0.78118, -3.59242], [0.57927, -1.73505, 1.25300], [1.69551, 1.07245, 2.34762], [0.73968, 1.07428, -0.97125], [1.42061, -0.60603, -0.72320], [-1.56078, 0.19520, -0.83878], [-0.92884, -1.47505, -0.45603], [-1.69261, 0.18620, 1.58915], [-1.05572, 1.79935, 1.16507], [-0.72501, 1.07486, 2.74601], [0.45542, -0.79024, -4.54742]], "atomic_forces_ev_per_a": [[1.3, 0.6, -2.2], [-0.7, 0.4, 4.9], [-0.4, -1.3, -5.5], [0.2, -0.2, -0.4], [-0.2, -0.6, 0.0], [0.3, 0.4, 0.3], [0.3, 0.7, 2.4], [-0.7, -0.2, 0.7], [0.1, 0.1, -0.1], [0.0, 0.0, -0.1], [0.1, -0.2, -0.1], [0.0, 0.2, -0.1], [0.0, -0.2, 0.4], [-0.2, 0.2, 0.2], [-0.1, 0.0, -0.1], [-0.1, 0.1, 0.0], [0.1, 0.0, 0.0], [0.1, 0.0, -0.3]], "e_above_lowest_ev": 3.071, "multiplicity": 1, "homo_lumo_gap_ev": 10.49, "homo_energy_ev": -9.773, "total_charge": 0}

=====

No. 4
{"formula": "C6H12", "method": "the ωB97M-V functional and the def2-TZVPD basis", "symbols": ["C", "C", "C", "C", "C", "C", "H", "H", "H", "H", "H", "H", "H", "H", "H", "H", "H", "H"], "coordinates": [[-1.03671, -2.43627, 0.54519], [-0.00199, -1.56344, -0.02245], [-0.22461, -0.09509, 0.20792], [0.98146, 0.60403, -0.43843], [0.76812, 2.10530, -0.57721], [-0.08545, 2.85418, 0.01929], [-0.78529, -3.44128, -0.07455], [-2.08764, -2.08715, 0.24841], [-1.03807, -2.50232, 1.64990], [0.12191, -1.61641, -1.10463], [0.99439, -1.95086, 0.34856], [-1.10385, 0.14381, -0.45442], [-0.44923, 0.18889, 1.29781], [1.37705, 0.21711, -1.47648], [1.91298, 0.69777, 0.28231], [1.53122, 2.59122, -1.12058], [0.03543, 3.91938, 0.09383], [-0.90971, 2.37114, 0.57552]], "atomic_forces_ev_per_a": [[-1.7, -2.5, -2.0], [1.9, 0.4, 0.6], [0.3, 0.2, -0.5], [1.6, 2.1, 0.3], [1.7, -1.9, -1.0], [-2.6, 0.5, 1.9], [-1.2, 1.6, 2.2], [1.3, -0.6, 0.3], [0.3, -0.3, -0.7], [-0.4, -0.6, -0.1], [-0.7, 0.8, -0.1], [0.5, 0.1, 1.0], [0.5, -0.3, -1.6], [-1.0, 0.2, 2.1], [-1.5, -1.1, -1.3], [1.0, 0.5, -0.6], [-0.3, 0.3, -0.3], [0.4, 0.6, -0.1]], "e_above_lowest_ev": 2.224, "multiplicity": 1, "homo_lumo_gap_ev": 10.74, "homo_energy_ev": -9.581, "total_charge": 0}

=====

No. 5
{"formula": "C2H5NO4", "method": "the ωB97M-V functional and the def2-TZVPD basis", "symbols": ["O", "C", "N", "C", "O", "O", "H", "H", "H", "H", "H", "O"], "coordinates": [[0.68727, 1.96023, 0.65748], [0.04274, 1.22615, 1.46955], [-0.12420, -0.14030, 1.24670], [0.41855, -0.80304, 0.14431], [1.11637, -0.09450, -0.73778], [0.10283, -1.98207, 0.01896], [-0.54623, 1.52419, 2.29807], [-0.82252, -0.70599, 1.91323], [1.34418, 0.99470, -0.62584], [-1.47616, -1.10186, -2.04883], [-1.01163, 0.36985, -2.01944], [-1.82972, -0.21335, -2.17956]], "atomic_forces_ev_per_a": [[-1.7, -1.3, 3.0], [1.5, -0.6, -4.2], [-1.3, 0.9, 2.5], [-1.2, -1.5, -0.4], [1.0, 2.0, -0.4], [1.1, 1.7, -0.4], [-0.2, 1.0, 1.0], [2.4, 1.6, -2.3], [-1.6, -3.8, 1.1], [0.0, 0.0, 0.0], [-1.9, -1.3, -0.5], [1.9, 1.3, 0.5]], "e_above_lowest_ev": 1.877, "multiplicity": 1, "homo_lumo_gap_ev": 11.41, "homo_energy_ev": -11.216, "total_charge": 0}

=====

No. 6
{"formula": "C3H9NO", "method": "the ωB97M-V functional and the def2-TZVPD basis", "symbols": ["C", "C", "N", "O", "H", "H", "H", "H", "H", "C", "H", "H", "H", "H"], "coordinates": [[-0.33278, -0.36944, -2.15750], [-0.38606, 0.74792, -1.13776], [0.82923, 1.08322, -0.56160], [-1.40647, 1.32201, -0.85110], [0.69946, -0.61956, -2.39794], [-0.81821, -0.01101, -3.06299], [-0.85917, -1.23876, -1.77432], [0.68262, 1.74450, 0.17854], [1.41057, 0.30777, -0.28343], [0.03637, -0.59124, 2.40961], [0.27430, -1.24037, 3.24843], [-1.03516, -0.41793, 2.36839], [0.35185, -1.07465, 1.49033], [0.55344, 0.35753, 2.53133]], "atomic_forces_ev_per_a": [[0.3, 0.4, 0.0], [0.3, -0.5, 0.0], [-0.3, -0.1, -0.1], [-0.3, 0.4, -0.1], [0.0, -0.2, 0.0], [-0.1, -0.1, 0.0], [-0.1, -0.1, 0.0], [0.1, 0.2, 0.3], [0.2, 0.0, -0.2], [0.0, 0.0, 0.1], [0.0, 0.0, 0.0], [0.0, 0.0, 0.0], [0.0, 0.0, -0.1], [0.0, 0.0, 0.0]], "e_above_lowest_ev": 0.078, "multiplicity": 1, "homo_lumo_gap_ev": 10.69, "homo_energy_ev": -9.869, "total_charge": 0}